A 2-piece molecular cluster, C9H6F4NO4 overall at a distorted geometry, computed with ωB97M-V/def2-TZVPD.

Computed properties:
Net charge: -1
Energy above the lowest of the compared OMol25 structures with the same formula, charge and spin in eV: 0.3017
Lowest unoccupied orbital energy in eV: 0.7
Calculated total energy in eV: -29976.014

CARTESIAN COORDINATES (ANGSTROEM)
F (-2.5662, 1.1051, 2.1675)
C (-1.4194, 0.3978, 2.1086)
C (-1.4302, -0.9407, 2.3281)
F (-2.5844, -1.5951, 2.5289)
C (-0.2124, -1.7388, 2.3748)
O (-0.2144, -2.9775, 2.4240)
C (1.0180, -0.9533, 2.3381)
F (2.1730, -1.6213, 2.5359)
C (1.0265, 0.3881, 2.1425)
F (2.1646, 1.0940, 2.2574)
C (-0.1967, 1.1774, 1.9491)
O (-0.1664, 2.4264, 1.9482)
C (-0.1587, 1.5982, -1.5670)
C (-0.2407, 2.7469, -0.6790)
C (-1.4606, 3.4842, -0.3743)
N (0.9387, 3.4200, -0.4897)
O (0.9330, 4.5409, 0.0653)
O (1.9941, 2.8390, -0.8578)
H (-1.1729, 1.2466, -1.7774)
H (0.3282, 1.8828, -2.5050)
H (0.4098, 0.7625, -1.1360)
H (-2.3129, 2.9297, -0.7833)
H (-1.6285, 3.5939, 0.7137)
H (-1.4278, 4.4893, -0.8179)

The net atomic charges from Mulliken, expressed in e, are: -0.3108, 0.0607, 0.3195, -0.3101, 0.3239, -0.6363, 0.3654, -0.3152, 0.1037, -0.2877, 0.8450, -0.5668, -1.3747, 0.5133, -1.1589, 1.1181, -0.7578, -0.7652, 0.3838, 0.3215, 0.2324, 0.3364, 0.2194, 0.3402